{"formula": "C12H17FeIN2", "method": "ωB97M-V/def2-TZVPD", "multiplicity": 5, "orbital_gap_ev": [6.19, 6.80], "de_lowest_ev": 0.0000, "e_lumo_ev": [-0.93, -1.04], "fmax_ev_per_a": 3.161, "species": ["C", "C", "H", "H", "H", "H", "H", "H", "Fe", "C", "H", "H", "H", "I", "N", "C", "C", "C", "C", "C", "C", "C", "C", "N", "C", "H", "H", "H", "H", "H", "H", "H", "H"], "positions_angstrom": [[3.498, -1.953, -3.864], [3.915, -0.515, -3.812], [4.328, -2.629, -3.672], [3.082, -2.218, -4.834], [2.735, -2.140, -3.111], [3.560, 0.028, -2.935], [5.004, -0.426, -3.796], [3.577, 0.012, -4.709], [0.361, -0.386, -0.296], [-0.394, 0.077, -2.079], [-0.714, 1.133, -2.061], [-1.269, -0.545, -2.341], [0.390, -0.048, -2.847], [2.252, -1.497, 0.833], [-1.244, -1.540, 0.438], [-1.884, -0.779, 1.503], [-2.671, -1.359, 2.469], [-3.097, -0.554, 3.553], [-2.744, 0.786, 3.645], [-1.893, 1.389, 2.669], [-1.334, 2.680, 2.764], [-0.344, 3.078, 1.879], [0.099, 2.198, 0.896], [-0.454, 0.973, 0.770], [-1.488, 0.563, 1.598], [-0.983, -2.475, 0.746], [-1.894, -1.704, -0.337], [-2.951, -2.412, 2.418], [-3.699, -1.003, 4.334], [-3.080, 1.398, 4.485], [-1.671, 3.349, 3.561], [0.112, 4.063, 1.943], [0.895, 2.455, 0.190]]}